Below is C5H10O as an isolated structure, with properties calculated with ωB97M-V/def2-TZVPD.

```
16
Properties=species:S:1:pos:R:3:forces:R:3
C 1.471 -0.506 -0.377 0.087 0.003 -0.049
C 0.213 -0.317 0.479 0.003 0.022 0.015
C -0.517 -1.632 0.737 -0.037 -0.060 0.031
C -0.682 0.732 -0.111 0.067 0.077 -0.006
O -1.935 0.508 -0.299 0.071 0.156 -0.026
C -0.409 2.081 -0.471 0.363 0.011 0.049
H 1.993 0.443 -0.533 -0.080 -0.137 0.022
H 1.213 -0.918 -1.360 0.012 0.057 0.142
H 2.158 -1.205 0.112 -0.113 0.098 -0.069
H 0.530 0.114 1.443 -0.049 -0.035 -0.109
H -0.847 -2.084 -0.204 0.056 0.075 0.129
H -1.402 -1.482 1.361 0.115 -0.022 -0.085
H 0.150 -2.339 1.242 -0.088 0.103 -0.075
H 0.436 2.620 -0.041 -0.153 -0.118 -0.057
H -0.501 2.237 -1.549 -0.081 -0.045 0.116
H -1.871 1.749 -0.430 -0.174 -0.185 -0.029
```
Positions in Å, forces in eV/Å.

Spin multiplicity: 1
Lowest unoccupied orbital energy: 0.028 hartree

=====

Below is a 2-piece molecular cluster, C3H11N3O3 overall at a distorted geometry, with properties calculated with ωB97M-V/def2-TZVPD.

```
20
Properties=species:S:1:pos:R:3:forces:R:3
C -1.091 0.148 0.202 -0.657 -0.474 2.061
C 1.028 -0.094 0.289 -0.643 -0.821 -1.269
C 0.744 -0.003 -1.163 4.929 -0.304 -0.071
N -1.397 -1.252 0.698 1.396 -0.048 0.051
N -2.118 0.451 -0.729 0.189 0.308 -1.196
N 1.688 0.996 0.878 -0.622 -0.282 -0.136
O -1.234 0.963 1.337 0.327 0.323 0.324
O 1.132 -1.251 0.872 -1.330 0.575 -0.090
O 2.381 -0.053 -1.677 -1.617 -0.038 -0.221
H -0.377 1.405 1.475 -0.159 -0.064 0.159
H -0.218 -1.617 0.966 -0.840 0.721 -0.339
H 2.697 -0.950 -1.487 -0.267 0.275 -0.020
H -2.086 -1.201 1.452 0.384 -0.149 0.090
H -1.812 -1.757 -0.082 0.159 -0.068 0.153
H -2.931 0.841 -0.256 0.071 -0.016 0.083
H -1.799 1.155 -1.386 -0.156 -0.068 -0.021
H 2.268 1.470 0.190 -0.190 -0.052 0.120
H 2.256 0.662 1.652 -0.226 0.096 -0.090
H 0.528 0.970 -1.583 -0.336 -0.075 0.144
H 0.343 -0.883 -1.647 -0.412 0.160 0.269
```
Positions in Å, forces in eV/Å.

Spin multiplicity: 1
Lowest unoccupied orbital energy: 0.024 hartree

=====

Below is C51H44AuGeN2P2S2 as an isolated structure at a distorted geometry, with properties calculated with ωB97M-V/def2-TZVPD.

```
103
Properties=species:S:1:pos:R:3:forces:R:3
Au 0.655 -0.108 -0.057 0.060 0.176 0.026
C -1.176 2.728 0.565 0.192 -0.288 0.086
N -0.318 3.716 0.004 0.334 -1.320 0.109
C 0.912 3.294 -0.579 -0.024 -0.372 -0.199
P 1.865 1.986 0.380 0.064 1.214 -0.102
C 3.483 2.073 -0.407 -0.077 -0.493 0.115
C 4.641 2.015 0.373 -0.193 -0.006 -0.071
C 5.879 2.054 -0.241 0.086 -0.013 -0.068
C 5.970 2.125 -1.625 -0.060 0.020 0.071
C 4.819 2.158 -2.402 0.119 -0.024 -0.070
C 3.576 2.114 -1.802 -0.103 0.017 0.141
C 2.054 2.549 2.085 -0.160 -0.551 -0.098
C 1.600 1.708 3.102 0.108 0.098 -0.186
C 1.793 2.061 4.425 -0.067 -0.036 0.115
C 2.434 3.251 4.734 -0.015 -0.013 -0.073
C 2.881 4.092 3.722 -0.010 0.030 0.035
C 2.696 3.749 2.394 -0.078 -0.113 -0.121
C -0.687 5.044 0.018 -0.540 1.883 0.032
C -0.218 5.933 -0.968 -0.279 -0.721 0.398
C -0.614 7.252 -0.956 -0.344 0.363 0.402
C -1.476 7.723 0.031 0.069 -0.200 0.007
C -1.944 6.853 1.013 0.131 0.506 -0.381
C -1.555 5.533 1.016 0.603 -0.469 -0.401
P -1.376 1.128 -0.404 -0.624 0.991 0.108
C -1.653 1.496 -2.145 0.357 -0.376 0.145
C -0.956 0.721 -3.074 -0.117 0.094 0.096
C -1.160 0.916 -4.427 0.010 0.024 -0.100
C -2.055 1.886 -4.855 0.049 -0.051 0.127
C -2.742 2.660 -3.931 -0.057 0.059 -0.075
C -2.547 2.477 -2.574 0.107 -0.092 0.198
C -2.933 0.594 0.342 0.412 -0.544 -0.009
C -2.909 0.313 1.710 -0.033 -0.004 -0.224
C -4.086 0.002 2.361 0.000 0.030 0.104
C -5.278 -0.049 1.654 -0.009 -0.032 -0.050
C -5.296 0.195 0.289 -0.067 0.002 0.077
C -4.124 0.513 -0.375 0.187 0.016 -0.071
H -2.184 3.138 0.704 0.242 -0.158 -0.053
H -0.803 2.370 1.544 -0.302 0.069 -0.023
H 1.577 4.153 -0.721 -0.045 -0.219 0.067
H 0.734 2.816 -1.558 0.236 0.165 -0.045
H 4.567 1.953 1.449 0.043 0.036 0.075
H 6.773 2.035 0.363 0.094 -0.019 0.026
H 6.939 2.152 -2.098 0.096 0.037 -0.051
H 4.895 2.224 -3.477 0.009 -0.022 -0.070
H 2.685 2.121 -2.414 -0.038 0.040 -0.077
H 1.119 0.773 2.839 -0.057 -0.073 0.094
H 1.451 1.409 5.216 -0.020 -0.026 0.053
H 2.592 3.522 5.766 0.015 0.041 0.073
H 3.386 5.012 3.972 0.023 0.086 -0.002
H 3.066 4.390 1.607 0.023 0.102 -0.038
H 0.409 5.577 -1.770 0.107 -0.057 -0.129
H -0.266 7.915 -1.730 0.064 0.113 -0.071
H -1.772 8.759 0.041 -0.057 0.098 -0.022
H -2.598 7.215 1.791 -0.061 0.051 0.061
H -1.873 4.893 1.825 -0.066 -0.104 0.073
H -0.264 -0.039 -2.727 0.026 -0.054 -0.079
H -0.629 0.314 -5.147 0.067 -0.065 -0.091
H -2.219 2.038 -5.910 -0.023 0.022 -0.120
H -3.443 3.404 -4.274 -0.067 0.126 -0.019
H -3.092 3.074 -1.856 -0.034 0.105 0.025
H -1.974 0.341 2.251 0.085 0.003 0.157
H -4.076 -0.185 3.422 -0.016 -0.066 0.152
H -6.196 -0.287 2.168 -0.124 -0.015 0.070
H -6.224 0.151 -0.258 -0.079 -0.018 -0.041
H -4.144 0.705 -1.437 0.006 0.017 -0.085
S 2.762 -1.493 -0.164 0.066 -0.552 0.139
C 2.539 -3.162 0.010 0.421 1.251 -0.159
N 1.428 -3.890 0.115 -0.608 -1.233 0.046
C 1.707 -5.239 0.301 -0.405 0.581 -0.038
C 0.794 -6.276 0.468 -0.394 -0.401 0.050
C 1.272 -7.562 0.638 -0.887 0.663 -0.048
C 2.641 -7.840 0.634 1.079 0.282 -0.067
C 3.561 -6.828 0.468 0.051 -0.500 0.088
C 3.083 -5.535 0.313 1.179 0.835 -0.156
S 4.012 -4.086 0.102 -0.577 -0.787 0.081
H -0.272 -6.086 0.479 -0.008 -0.061 0.013
H 0.577 -8.374 0.782 -0.142 -0.060 0.001
H 2.988 -8.852 0.764 0.006 -0.146 0.002
H 4.621 -7.020 0.455 0.127 -0.097 0.039
Ge -0.494 -3.411 -0.192 0.086 1.442 -0.068
C -0.843 -4.114 -2.041 0.091 0.203 1.281
C -2.122 -4.329 -2.540 -0.052 -0.019 0.147
C -2.273 -4.744 -3.854 -0.092 0.058 0.009
C -1.168 -4.943 -4.667 -0.005 0.015 0.112
C 0.106 -4.744 -4.157 0.018 0.001 -0.036
C 0.269 -4.321 -2.850 0.192 0.037 0.187
C -1.193 -3.386 1.684 0.195 -0.332 -1.114
C -0.290 -3.026 2.680 0.178 -0.002 -0.220
C -0.700 -2.993 4.001 0.081 0.083 0.040
C -2.010 -3.304 4.334 -0.051 -0.022 -0.034
C -2.912 -3.638 3.338 -0.072 0.024 -0.068
C -2.509 -3.677 2.011 -0.087 -0.141 -0.178
H -0.105 -1.732 -0.391 -0.529 -1.118 -0.090
H -3.000 -4.194 -1.925 -0.076 0.042 0.057
H -3.264 -4.913 -4.243 -0.135 -0.024 -0.050
H -1.304 -5.258 -5.690 0.012 -0.065 -0.081
H 0.974 -4.925 -4.771 0.088 0.023 -0.093
H 1.267 -4.162 -2.464 0.108 0.001 -0.057
H 0.735 -2.783 2.428 0.083 0.008 0.084
H 0.007 -2.736 4.773 0.084 0.039 0.096
H -2.322 -3.291 5.367 -0.025 0.001 0.057
H -3.934 -3.882 3.584 -0.095 -0.015 0.060
H -3.224 -3.949 1.247 -0.078 -0.035 -0.035
```
Positions in Å, forces in eV/Å.

Spin multiplicity: 3
Lowest unoccupied orbital energy (spin up / spin down): -0.301 / -0.433 hartree
Total charge: +3

=====

Below is C5H16N6P2 in the gas phase at a distorted geometry, with properties calculated with ωB97M-V/def2-TZVPD.

```
29
Properties=species:S:1:pos:R:3:forces:R:3
C -2.531 0.980 -1.118 0.160 0.829 0.463
C 2.595 -1.003 0.087 0.799 -1.019 1.382
C -0.091 2.113 1.899 -3.664 -0.996 0.995
C 0.510 -1.264 -2.628 2.672 2.711 0.806
C -0.689 -1.132 2.303 0.940 3.155 0.768
N -0.226 1.575 -1.189 2.109 0.619 0.383
N -1.182 0.546 -1.327 0.390 -2.400 0.340
N 1.701 -0.305 -0.763 -2.133 -0.255 0.125
N 0.381 0.928 1.229 0.570 -2.288 -0.836
N 0.640 -1.253 -1.180 0.800 0.676 0.441
N -0.455 -0.336 1.061 0.486 1.620 2.126
P 1.242 1.299 -0.221 -1.851 -0.779 -0.605
P -0.852 -0.962 -0.400 -0.571 1.155 -2.006
H -3.214 0.336 -1.656 -0.152 -0.271 -0.143
H -2.772 0.899 -0.015 -0.281 0.993 -0.983
H -2.519 1.964 -1.632 -0.848 -0.201 1.046
H 3.343 -0.303 0.329 1.247 0.890 0.630
H 2.342 -1.556 1.062 -0.780 1.159 -1.174
H 3.079 -1.752 -0.483 0.550 -0.913 -0.771
H -1.098 2.552 1.548 1.411 -0.682 0.061
H -0.233 1.933 2.979 0.108 -0.086 -0.287
H 0.643 2.850 1.825 1.296 1.205 -0.352
H -0.322 -1.755 -2.924 -2.618 -1.810 -0.903
H 0.445 -0.227 -2.990 -0.251 -0.222 -0.057
H 1.402 -1.642 -3.078 0.560 -0.729 -0.228
H 0.272 -1.418 2.763 -0.275 -0.431 -0.445
H -1.075 -0.347 3.062 -0.131 -1.672 -1.005
H -1.346 -1.966 2.075 -0.074 0.135 0.244
H 0.082 1.968 -2.086 -0.469 -0.392 -0.013
```
Positions in Å, forces in eV/Å.

Spin multiplicity: 1
Lowest unoccupied orbital energy: 0.037 hartree

=====

Below is C4H5Cl as an isolated structure at a distorted geometry, with properties calculated with ωB97M-V/def2-TZVPD.

```
10
Properties=species:S:1:pos:R:3:forces:R:3
C 0.033 0.967 -0.611 0.958 0.614 -1.508
C 0.214 0.892 0.712 0.735 0.392 -0.623
C -0.132 -0.485 -0.915 0.699 -0.736 0.593
C -0.069 -0.566 0.649 -3.635 1.041 1.423
Cl 0.966 -1.546 1.494 1.249 -1.729 0.877
H 0.226 1.637 -1.438 -0.164 0.856 0.521
H 0.752 1.561 1.432 -1.188 -0.813 -0.503
H -0.999 -0.804 -1.475 -0.373 -0.219 0.214
H 0.796 -0.933 -1.405 -1.106 0.520 0.792
H -1.788 -0.723 1.557 2.824 0.075 -1.787
```
Positions in Å, forces in eV/Å.

Spin multiplicity: 1
Lowest unoccupied orbital energy (spin up / spin down): -0.003 / -0.003 hartree

=====

Below is C7H9BrN2O2PdS3Sb as an isolated structure at a distorted geometry, with properties calculated with ωB97M-V/def2-TZVPD.

```
26
Properties=species:S:1:pos:R:3:forces:R:3
Pd -0.925 -0.222 1.271 0.088 0.018 -1.116
S -0.353 -3.277 3.542 -0.162 -0.241 0.107
Sb -2.337 -2.210 2.952 0.369 0.196 -0.201
S -1.712 0.134 3.486 -0.039 -1.347 -1.055
S -2.154 -2.098 0.506 -0.343 0.620 1.455
O -2.003 1.863 -4.741 -0.125 0.149 -0.244
C -1.620 1.339 -3.570 0.246 -0.311 0.565
C -0.842 0.185 -3.466 -0.059 0.107 -0.006
C -0.501 -0.283 -2.211 0.059 -0.103 -0.244
N -0.857 0.333 -1.092 -0.137 -0.020 0.925
C -1.588 1.432 -1.203 0.044 0.044 0.200
Br -2.035 2.254 0.458 -0.165 0.432 -0.581
C -2.013 1.979 -2.392 0.041 -0.066 -0.235
H -1.675 1.339 -5.483 -0.018 0.018 0.154
H -0.517 -0.339 -4.353 0.033 -0.083 -0.037
H 0.078 -1.189 -2.092 0.009 -0.012 0.013
H -2.626 2.861 -2.421 -0.074 0.183 -0.009
C 3.611 -0.298 1.816 -0.136 -0.056 -0.016
C 2.121 -0.343 2.038 0.335 0.193 0.098
N 1.694 -0.729 3.236 -0.482 -0.196 0.346
O 1.344 0.019 1.151 0.057 0.372 -0.065
H 4.153 -0.474 2.740 0.136 -0.018 0.028
H 3.869 0.681 1.418 0.004 0.017 0.008
H 3.899 -1.043 1.076 -0.044 -0.041 -0.017
H 2.302 -1.130 3.929 0.046 0.079 -0.107
H 0.685 -0.786 3.403 0.315 0.066 0.034
```
Positions in Å, forces in eV/Å.

Spin multiplicity: 2
Lowest unoccupied orbital energy (spin up / spin down): -0.044 / -0.079 hartree

=====

Molecular weight
In order: 86.1, 137.1, 1080.6, 222.2, 88.5, 557.4
Unit: g/mol
ΔE to the lowest compared entry with this formula, charge and spin
In order: 2.888, 3.759, 0.814, 0.000, 3.971, 1.301
Unit: eV
DFT total energy
In order: -271.64649, -510.78529, -5770.12802, -1211.22852, -615.40975, -4668.86925
Unit: Eh